No. 1
Here is a molecular structure, C7H4F2O2S from the OMol25 dataset. Energies are from ωB97M-V/def2-TZVPD.

Structure (XYZ):
```
16
Properties=species:S:1:pos:R:3:forces:R:3:mulliken_charge:R:1
C -1.266471 1.919540 0.027435 0.980 -0.846 1.072 -0.53
C 0.040579 1.470682 -0.032721 -0.676 1.372 -0.390 -0.40
C -2.244385 0.886952 0.320527 -2.433 1.763 -0.507 -0.52
C -0.500496 -0.679264 1.054870 -1.927 -0.579 -0.130 -0.26
C 0.426692 0.200911 0.400043 2.490 -0.605 -0.241 0.44
C -1.720177 -0.220882 0.683361 3.464 -1.756 2.091 0.29
C 2.075837 -1.578048 -0.577935 -2.093 0.729 -0.673 0.69
O -0.400138 -1.001701 -1.709186 -0.618 2.427 -1.242 -0.49
O 1.709611 -0.085420 0.461645 -0.764 -0.257 -0.742 -0.63
F 2.931039 -1.170200 -1.474225 -0.042 1.202 -0.168 -0.19
F 2.733545 -2.317970 0.241193 -0.103 -0.947 0.950 -0.19
S 0.364927 -2.073419 -1.077333 2.303 -3.581 1.418 0.08
H -1.557635 2.962910 0.023726 -0.086 -0.174 -0.854 0.43
H 0.896481 2.019171 -0.407180 -0.340 0.535 0.169 0.40
H -3.316364 0.923244 0.148430 0.132 0.562 -0.470 0.41
H -0.173045 -1.256505 1.917350 -0.288 0.155 -0.285 0.44
```
Forces are in eV/Å.

The value obtained for the HOMO energy (alpha / beta) is -7.31 / -7.45 eV. Its total charge is 0. The value obtained for the HOMO-LUMO gap (alpha / beta) is 4.88 / 4.89 eV. The calculation puts the total energy at -27681.253 eV.

No. 2
Here is 3 unconnected molecules or ions with the total composition C24H32F17N2O6 from the OMol25 dataset. Energies are from ωB97M-V/def2-TZVPD.

Structure (XYZ):
```
81
Properties=species:S:1:pos:R:3:forces:R:3:mulliken_charge:R:1
F -5.706194 6.106755 4.107881 1.052 -0.122 -0.265 -0.21
C -4.542759 5.597474 4.520407 -0.110 -0.063 2.025 0.55
F -4.769750 5.086509 5.768885 0.186 0.177 -1.030 -0.25
F -3.599741 6.549283 4.700074 -0.896 -0.610 -0.859 -0.23
C -4.023068 4.386500 3.652259 -0.168 -0.030 0.637 0.69
F -4.884160 3.359069 3.866978 0.531 0.712 -0.655 -0.29
F -2.813601 4.032545 4.198851 -0.783 0.340 -0.838 -0.26
C -3.875525 4.727991 2.115732 -0.744 0.490 0.341 0.45
F -5.073953 5.120612 1.596984 0.882 -0.428 0.779 -0.27
F -3.065578 5.825521 2.051233 0.030 -1.073 -0.145 -0.29
C -3.379544 3.510148 1.234582 -0.922 -0.742 -0.865 0.68
F -3.065610 2.402404 1.976376 0.311 1.241 -0.349 -0.28
F -4.437266 3.112752 0.461090 0.885 0.509 0.546 -0.31
C -2.232080 3.856690 0.205418 -0.602 -0.081 -0.618 0.46
F -2.191679 2.806341 -0.675047 0.523 0.536 0.995 -0.17
F -2.577394 4.939033 -0.543386 0.000 -0.823 0.901 -0.28
C -0.821071 4.151868 0.845272 0.723 1.393 -0.490 0.82
F -0.742267 3.915875 2.190455 -0.286 -0.380 -0.917 -0.26
F -0.580370 5.489698 0.690063 -0.174 -1.198 0.101 -0.31
C 0.383543 3.426325 0.136038 0.557 0.759 -0.250 0.41
F 1.522213 4.085305 0.568234 -0.785 -0.736 0.015 -0.31
F 0.378782 3.602901 -1.206399 -0.573 -0.333 1.208 -0.26
C 0.553222 1.899299 0.514310 1.510 -0.424 -0.338 1.06
F 0.988329 1.263760 -0.621838 -0.777 0.224 0.948 -0.27
F -0.570132 1.328437 1.011394 0.600 0.477 -0.660 -0.21
C 1.675335 1.725449 1.563263 0.813 -0.362 4.147 -0.10
C 1.392675 1.623238 2.995862 2.054 0.146 -3.182 -0.36
C 2.587484 1.503360 3.776246 -1.554 -0.096 2.127 -0.41
N 3.853276 1.478739 3.350058 -2.084 0.065 -0.224 0.28
N 4.134620 1.529261 2.068356 -0.214 0.082 -0.116 -0.66
C 3.095021 1.642359 1.276067 -1.176 0.235 -2.677 -0.29
H 0.365822 1.642172 3.402840 0.915 -0.041 -0.017 0.54
H 2.447220 1.421223 4.877389 0.374 0.082 -0.905 0.46
H 4.628828 1.416213 4.015589 -0.167 -0.036 -0.371 0.27
H 3.346218 1.680363 0.192441 0.056 -0.053 0.958 0.54
C 1.476226 -2.540562 -0.632338 0.159 -0.117 -0.031 -0.73
O 2.636150 -3.009563 0.029748 -0.213 0.103 0.290 -0.33
C 3.174201 -2.049829 0.916609 0.178 -0.429 -0.435 -0.23
C 4.043333 -2.715659 1.968614 -0.094 0.094 0.225 -0.61
O 3.296877 -3.319125 3.018438 -0.005 0.139 -0.192 -0.49
C 2.618413 -4.533956 2.692135 0.012 -0.177 0.257 -0.35
C 3.550621 -5.722665 2.549926 -0.144 -0.009 -0.479 -0.59
O 4.192875 -5.700421 1.283166 0.198 0.247 0.142 -0.26
C 5.401613 -6.435054 1.284312 -0.161 0.020 -0.151 -0.78
H 1.708057 -1.662368 -1.244839 -0.116 0.046 -0.027 0.27
H 1.110309 -3.335948 -1.278808 0.081 0.059 0.001 0.34
H 0.690822 -2.297230 0.093205 -0.025 0.103 -0.035 0.33
H 2.365607 -1.491804 1.412678 -0.033 0.010 0.075 0.12
H 3.783431 -1.351990 0.323019 0.051 0.202 0.128 0.50
H 4.640138 -1.935367 2.453007 -0.037 0.009 0.033 0.44
H 4.745171 -3.422735 1.524596 -0.149 -0.021 -0.197 0.18
H 1.984467 -4.409660 1.813727 0.175 -0.070 -0.134 0.14
H 1.955993 -4.728405 3.539022 0.101 0.051 0.044 0.40
H 2.970476 -6.651454 2.614324 -0.032 0.005 0.238 0.44
H 4.291992 -5.703730 3.357071 -0.033 0.009 0.037 0.35
H 6.106004 -6.016922 2.010642 0.030 -0.105 0.085 0.33
H 5.844177 -6.357084 0.291592 -0.105 0.000 0.021 0.24
H 5.213397 -7.490274 1.505789 0.110 -0.017 0.069 0.33
C -0.902970 -1.931755 -7.253765 -0.163 0.049 0.083 -0.78
O -1.716325 -1.805081 -6.105122 0.248 0.126 0.115 -0.27
C -1.533540 -2.879065 -5.194581 -0.335 0.265 -0.164 -0.57
C -1.975855 -2.475452 -3.800552 0.124 -0.215 0.037 -0.42
O -1.016783 -1.673905 -3.111147 -0.044 0.127 -0.052 -0.33
C -0.891223 -0.324847 -3.551366 0.032 -0.030 0.236 -0.36
C -2.055941 0.557152 -3.134777 -0.063 0.030 -0.533 -0.42
O -3.168944 0.352070 -3.988674 -0.044 -0.212 0.236 -0.33
C -4.387191 0.720944 -3.375034 0.093 0.005 -0.220 -0.73
H -1.154170 -2.841897 -7.807583 0.119 -0.027 -0.051 0.32
H -1.082550 -1.067199 -7.891747 -0.080 -0.040 0.053 0.24
H 0.157085 -1.941379 -6.975584 0.024 -0.116 -0.061 0.33
H -0.479899 -3.183066 -5.169183 -0.011 -0.027 0.044 0.32
H -2.142750 -3.722284 -5.543229 0.096 -0.167 0.126 0.45
H -2.071057 -3.385776 -3.203218 0.104 0.026 -0.002 0.41
H -2.955984 -1.997110 -3.809813 0.049 0.091 -0.208 0.14
H -0.709499 -0.273714 -4.625645 -0.231 0.041 -0.039 0.18
H 0.007887 0.054800 -3.056470 -0.033 -0.037 0.061 0.24
H -1.763489 1.612958 -3.218049 0.136 0.032 0.194 0.43
H -2.324651 0.337260 -2.093754 0.032 -0.021 0.032 0.29
H -4.559371 0.126075 -2.471879 -0.018 0.084 0.101 0.31
H -5.193875 0.518687 -4.078961 0.097 0.029 -0.020 0.28
H -4.390337 1.788859 -3.130274 -0.068 0.001 0.110 0.28
```
Forces are in eV/Å.

The value obtained for the HOMO energy is -10.91 eV. Its total charge is +1. The value obtained for the HOMO-LUMO gap is 5.03 eV. The calculation puts the total energy at -86857.210 eV.

No. 3
Here is a molecular structure, C6H7N from the OMol25 dataset. Energies are from ωB97M-V/def2-TZVPD.

Structure (XYZ):
```
14
Properties=species:S:1:pos:R:3:forces:R:3:mulliken_charge:R:1
C 1.259673 -0.586122 -0.025154 0.224 -0.752 -0.029 0.26
C 2.398834 -1.150372 -0.039920 0.115 -0.259 -0.009 -1.10
C 1.720227 0.871758 0.030366 0.202 -0.057 -0.012 -0.21
C -0.116000 0.035051 -0.007155 -0.222 0.147 0.047 2.05
C -0.926294 -0.150399 -1.274318 0.177 -0.030 0.010 -1.41
C -0.902611 -0.242645 1.260120 0.194 0.016 -0.013 -1.40
N 0.558152 1.372258 0.037678 -0.712 0.808 0.029 -0.71
H 2.679179 1.351359 0.058646 0.227 0.151 -0.004 0.43
H -1.392811 -1.135017 -1.278489 -0.016 -0.010 -0.043 0.33
H -0.294064 -0.053435 -2.156436 -0.030 0.011 0.012 0.37
H -1.700288 0.614889 -1.315316 -0.045 0.000 0.038 0.35
H -0.275223 -0.077668 2.136985 -0.066 -0.019 -0.024 0.37
H -1.247292 -1.276415 1.260605 -0.045 0.006 0.036 0.33
H -1.761487 0.426761 1.312391 -0.003 -0.011 -0.038 0.34
```
Forces are in eV/Å.

The value obtained for the HOMO energy is -10.25 eV. Its total charge is 0. The value obtained for the HOMO-LUMO gap is 10.63 eV. The calculation puts the total energy at -7820.328 eV.